Computed, not measured: 8 unconnected molecules or ions with the total composition C37H74ClIN3O29P4S in a non-equilibrium geometry, with the ωB97M-V functional and the def2-TZVPD basis.

Structure (XYZ):
```
150
Properties=species:S:1:pos:R:3:forces:R:3:lowdin_charge:R:1
C -2.2435 1.8692 -7.3359 0.03 -0.48 0.31 0.072
C -2.2215 1.9322 -6.0098 0.24 0.72 -0.31 -0.201
C -1.3625 0.9649 -5.2192 -1.81 -0.93 -0.95 -0.251
N -0.5290 1.5317 -4.0934 -0.24 1.48 -0.03 -0.128
P 0.2609 2.9352 -5.0295 1.41 1.23 -1.40 0.883
O 0.7535 2.5057 -6.3366 -0.01 -0.81 -0.44 -0.331
C -1.3871 1.9810 -2.9047 -0.66 0.01 1.24 -0.300
C -1.8978 3.4396 -2.9955 -0.18 0.97 -0.03 -0.245
O -0.9265 4.4328 -2.7011 0.70 -0.90 -0.66 -0.204
N -1.5434 5.5440 -1.9613 -0.61 0.55 0.31 0.079
O -1.9251 6.3545 -2.6782 -0.10 -0.41 0.19 0.130
P -3.1383 1.1873 -2.8583 -1.31 -0.24 -0.77 0.834
O -4.0911 1.9728 -3.6594 -0.02 0.48 -0.57 -0.379
C -0.6687 1.9057 -1.5165 0.84 -0.60 1.38 -0.312
C -1.5350 1.6116 -0.2794 0.05 1.34 -0.77 -0.111
C -0.7381 1.9771 0.9484 0.41 -2.46 2.13 -0.679
O -0.5488 1.2005 1.8503 -0.33 1.62 -1.97 0.074
Cl -0.0921 3.6397 1.0688 -0.32 -0.06 -0.28 0.774
O 0.3899 0.9723 -1.3372 -0.25 -0.38 -0.81 -0.213
C 1.3848 1.0113 -2.3881 -1.69 0.18 2.10 -0.520
P 2.7242 -0.2488 -1.7509 0.54 -0.51 0.95 0.436
S 2.5600 -0.6951 0.1149 -0.15 -0.06 -0.09 0.291
P 2.4071 2.6082 -2.2187 2.89 1.00 -2.76 0.854
O 1.6556 4.0545 -2.1458 -0.30 -0.47 0.99 -0.297
O 3.1079 2.4202 -0.7618 -1.37 -0.12 0.26 -0.288
C 0.6332 0.5234 -3.6546 1.42 -2.24 -0.50 -0.406
N 1.5771 0.2188 -4.6707 0.55 1.10 -0.13 -0.047
C 2.8846 0.8556 -4.8711 0.51 0.64 -1.26 -0.273
C 3.3522 0.5631 -6.2991 0.41 -0.65 0.35 -0.223
C 3.4325 -0.9440 -6.6205 -0.45 0.74 -0.54 -0.092
C -0.1593 -0.8340 -3.3710 -0.15 -0.48 0.71 -0.542
I -0.1431 -2.2552 -5.0389 -0.18 0.34 -0.02 1.078
C 0.1960 -1.7610 -2.1863 -0.86 -1.08 -0.28 -0.380
C -0.9651 -2.7797 -1.9480 0.16 0.47 0.58 -0.116
H -2.5273 2.7350 -7.9051 -0.92 -0.19 -0.30 0.081
H -2.0224 0.9302 -7.8272 0.92 0.32 -0.44 0.088
H -2.9025 2.6644 -5.6005 0.58 0.29 0.65 0.088
H -0.7385 0.4935 -5.9619 0.66 0.18 0.10 0.071
H -1.9999 0.1320 -4.9335 0.23 0.05 0.87 0.070
H 1.3651 3.4228 -4.3149 -0.59 -0.25 0.79 0.021
H -0.6435 3.9855 -5.2190 -0.37 -0.30 0.81 0.069
H -2.7216 3.5761 -2.2926 -0.14 -0.28 0.20 0.123
H -2.3372 3.6756 -3.9550 -0.17 -0.29 -0.20 0.092
H -3.6594 1.1793 -1.5573 0.83 -0.33 0.28 0.054
H -3.1473 -0.1424 -3.3171 0.51 -0.14 0.56 0.041
H -0.2668 2.8660 -1.2057 -0.02 0.42 -1.13 0.058
H -2.3606 2.3210 -0.3203 -0.35 -0.12 0.27 0.116
H -1.8683 0.5861 -0.2029 -0.02 -0.18 0.15 0.133
H 3.9777 0.3414 -1.9782 -0.31 0.28 -0.47 -0.009
H 2.7372 -1.3250 -2.6524 -0.12 0.35 -0.25 0.007
H 1.3472 4.3650 -1.2791 -0.28 -0.10 0.00 0.041
H 3.5159 3.2622 -0.5266 0.36 0.02 0.19 0.078
H 1.2194 0.1327 -5.6110 -0.57 -0.44 0.22 0.051
H 3.7041 0.5063 -4.2461 -0.40 -0.34 0.59 0.093
H 2.9013 1.9364 -4.8169 -0.27 0.21 0.37 0.056
H 2.7433 1.0867 -7.0294 -0.18 0.10 0.00 0.097
H 4.3502 0.9880 -6.3621 0.12 0.15 -0.06 0.113
H 2.5771 -1.2086 -7.2373 -0.20 -0.32 0.09 0.059
H 3.4256 -1.5649 -5.7324 0.20 -0.15 0.11 0.063
H 4.2943 -1.1306 -7.2475 0.29 -0.26 0.10 0.073
H -1.2169 -0.6680 -3.1989 -0.04 0.39 -0.24 0.012
H 1.0280 -2.3989 -2.4450 0.54 0.23 0.15 0.054
H 0.3376 -1.2959 -1.2218 0.36 0.53 -0.21 0.036
H -1.8392 -2.5930 -2.5653 -0.05 -0.18 -0.24 0.046
H -0.6121 -3.7959 -2.0540 -0.12 -0.25 -0.38 0.070
H -1.2981 -2.7065 -0.9157 -0.06 0.09 0.17 0.077
C 0.0035 0.9960 9.0045 0.02 -0.06 0.32 -0.020
O 0.3613 1.7525 7.8431 -0.02 -0.22 -0.16 -0.019
C -0.3338 1.4339 6.7518 0.14 0.00 0.10 -0.617
O -1.1933 0.6001 6.6785 -0.15 -0.11 -0.05 0.138
O 0.0894 2.2041 5.7428 0.00 0.02 0.03 -0.010
C -0.5773 1.9597 4.5034 -0.07 0.04 0.17 -0.047
H 0.6377 1.3472 9.8124 0.07 0.12 -0.10 0.097
H -1.0371 1.1693 9.2687 -0.03 -0.06 -0.09 0.102
H 0.1859 -0.0643 8.8426 -0.10 -0.01 -0.08 0.099
H -1.6447 2.1631 4.5949 -0.01 -0.12 0.04 0.109
H -0.4101 0.9400 4.1793 -0.07 -0.09 0.08 0.089
H -0.1481 2.6385 3.7787 0.19 0.13 0.12 0.050
C -0.2675 13.2491 -3.5076 0.01 0.29 -0.01 -0.030
O -0.3263 11.9368 -4.0766 0.00 0.02 -0.09 0.012
C -0.3783 10.9568 -3.1847 0.01 0.13 -0.14 -0.625
O -0.3800 11.0795 -1.9906 0.00 -0.05 0.18 0.132
O -0.4296 9.7954 -3.8457 0.02 -0.14 -0.09 0.014
C -0.4901 8.6539 -2.9978 0.22 0.14 0.02 -0.066
H -0.2291 13.9482 -4.3370 -0.01 -0.13 -0.11 0.095
H -1.1560 13.4493 -2.9128 0.04 -0.07 0.09 0.099
H 0.6284 13.3645 -2.9015 -0.05 -0.06 0.09 0.099
H -1.3848 8.6817 -2.3830 0.03 0.11 0.12 0.091
H 0.4003 8.5945 -2.3706 -0.07 0.06 0.10 0.106
H -0.5222 7.7878 -3.6465 0.07 0.13 -0.28 0.073
C 1.2250 -6.5966 -5.6384 0.10 0.20 -0.25 -0.047
O 0.8636 -7.8168 -4.9998 0.02 0.00 -0.05 0.014
C 0.5583 -7.6762 -3.7099 -0.01 -0.12 -0.02 -0.627
O 0.5644 -6.6389 -3.0970 -0.02 0.15 0.04 0.108
O 0.2470 -8.8696 -3.2247 -0.03 -0.11 0.04 0.015
C -0.1066 -8.8729 -1.8378 -0.09 -0.13 0.28 -0.030
H 1.4490 -6.8253 -6.6762 -0.05 -0.22 0.03 0.096
H 0.3964 -5.8902 -5.6019 0.04 0.06 0.10 0.079
H 2.1112 -6.1666 -5.1742 -0.07 0.06 0.09 0.098
H -0.9873 -8.2575 -1.6651 0.06 0.10 0.00 0.098
H 0.7255 -8.5268 -1.2282 -0.02 0.13 -0.04 0.099
H -0.3367 -9.8988 -1.5669 0.02 -0.06 -0.20 0.094
C -3.8056 -11.9963 2.5958 0.00 -0.07 0.33 -0.027
O -3.3078 -11.2631 1.4716 0.09 0.06 0.11 -0.004
C -3.9090 -11.5515 0.3197 0.10 0.07 0.05 -0.629
O -4.7961 -12.3430 0.1635 -0.14 -0.11 -0.04 0.136
O -3.3512 -10.8038 -0.6350 0.10 0.11 -0.09 -0.009
C -3.9034 -11.0112 -1.9369 -0.01 0.04 -0.24 -0.039
H -3.2384 -11.6715 3.4641 0.11 0.10 -0.11 0.083
H -4.8586 -11.7788 2.7622 -0.04 -0.08 -0.12 0.101
H -3.6559 -13.0647 2.4570 -0.10 -0.01 -0.09 0.102
H -4.9607 -10.7546 -1.9518 -0.03 -0.12 0.04 0.099
H -3.7586 -12.0410 -2.2567 -0.10 -0.04 0.06 0.100
H -3.3677 -10.3509 -2.6137 0.09 0.05 0.12 0.087
C 0.9449 4.7362 7.4539 0.29 -0.02 -0.08 -0.020
O 0.1302 5.9149 7.3842 0.12 0.04 -0.10 0.013
C -0.8393 5.9545 8.2911 0.05 0.06 -0.09 -0.628
O -1.0688 5.1134 9.1190 -0.06 -0.11 0.11 0.126
O -1.5189 7.0896 8.1248 -0.06 0.09 -0.03 0.003
C -2.5996 7.2640 9.0426 -0.18 0.13 0.09 -0.042
H 1.6968 4.8146 6.6725 -0.07 0.21 -0.05 0.095
H 1.4502 4.6761 8.4161 -0.12 -0.03 0.06 0.106
H 0.3566 3.8479 7.2779 -0.03 0.21 0.17 0.056
H -2.2333 7.2950 10.0667 0.00 -0.12 0.01 0.098
H -3.3340 6.4690 8.9279 0.06 -0.07 0.08 0.096
H -3.0647 8.2156 8.8023 0.11 0.03 -0.12 0.092
C 2.9278 3.7592 2.8978 -0.15 -0.15 0.05 -0.055
O 4.0310 4.6144 2.5983 -0.11 -0.04 -0.24 -0.005
C 4.7894 4.9131 3.6580 0.15 0.12 -0.01 -0.626
O 4.6057 4.5292 4.7791 -0.08 -0.07 0.11 0.136
O 5.7738 5.7065 3.2495 0.03 0.03 -0.09 0.006
C 6.6712 6.1107 4.2888 0.23 0.14 0.12 -0.031
H 2.3934 3.5928 1.9679 0.18 0.06 -0.07 0.023
H 3.2728 2.8005 3.2809 -0.01 0.04 0.12 0.109
H 2.2544 4.2315 3.6124 0.07 -0.05 0.09 0.097
H 7.1621 5.2457 4.7296 -0.10 -0.03 0.06 0.100
H 6.1430 6.6768 5.0528 -0.05 -0.10 0.05 0.100
H 7.4190 6.7478 3.8266 -0.08 -0.02 -0.15 0.094
C -0.9677 -9.4097 4.2239 -0.06 0.11 -0.28 -0.037
O -1.1519 -10.4109 5.2260 -0.08 -0.04 -0.15 -0.002
C -0.5950 -10.1149 6.4010 -0.06 -0.13 0.01 -0.629
O 0.0177 -9.1143 6.6561 0.08 0.15 0.02 0.128
O -0.8377 -11.1201 7.2370 -0.04 -0.09 0.04 0.007
C -0.2949 -10.9386 8.5470 0.05 -0.08 0.25 -0.037
H -1.4639 -9.7624 3.3231 -0.04 -0.17 0.09 0.081
H -1.4238 -8.4701 4.5302 0.11 0.03 0.08 0.100
H 0.0901 -9.2662 4.0118 0.02 0.07 0.11 0.099
H -0.7246 -10.0593 9.0224 0.08 0.07 -0.06 0.098
H 0.7892 -10.8548 8.5052 -0.01 0.12 -0.03 0.098
H -0.5619 -11.8203 9.1215 -0.08 -0.07 -0.13 0.094
```
Positions in Å, forces in eV/Å.

charge: +1



Computed, not measured: 13 unconnected molecules or ions with the total composition C37H75BCl24FO7P2S in a non-equilibrium geometry, with the ωB97M-V functional and the def2-TZVPD basis.

Structure (XYZ):
```
148
Properties=species:S:1:pos:R:3:forces:R:3:lowdin_charge:R:1
C 5.7533 1.9221 -0.6450 0.66 -1.11 0.00 -0.222
C 5.1144 0.6370 -1.4087 0.52 0.84 1.14 -0.425
P 3.4879 1.0980 -2.3403 1.63 1.46 -0.91 0.979
C 2.9785 2.7100 -1.4445 0.34 0.36 0.67 -0.334
B 2.2363 -0.3298 -2.0248 -0.59 -1.06 1.80 -1.096
C 3.0283 -1.7535 -1.7442 1.14 -0.48 -0.38 -0.068
O 1.3590 0.2366 -0.9739 -1.91 -0.19 -0.09 -0.159
C -0.0414 -0.2042 -1.0997 1.76 2.47 0.09 -0.431
C -0.8564 1.1070 -0.5785 -0.12 -0.47 0.10 -0.119
C -2.2683 0.7879 0.0741 -0.04 1.38 0.19 -0.287
O -3.2492 1.7438 -0.4789 0.02 -0.63 0.86 -0.206
P -0.1498 -1.3815 0.3485 -1.49 -0.39 2.13 0.978
C 1.3191 -1.1973 1.5650 0.87 -1.28 -1.10 -0.286
C -0.3328 -3.1942 0.0509 0.21 -1.88 -0.79 -0.346
C -0.1717 -0.5763 -2.6660 4.40 -1.03 0.37 -0.303
C -0.9249 -1.8608 -3.1948 -1.35 -0.77 -0.56 -0.086
C -2.3376 -1.6197 -3.9256 -0.84 -0.60 0.13 -0.092
C -3.4927 -1.1396 -2.9056 -1.07 -0.91 1.78 -0.376
O -3.7541 -1.8184 -1.8865 0.99 2.09 -2.98 0.020
O -4.3052 0.0004 -3.1287 1.43 -2.36 -0.66 0.051
S -0.4826 0.8426 -3.9059 -1.99 1.77 -3.16 0.859
O -0.1669 0.3333 -5.2790 -0.51 1.15 3.43 -0.320
O -1.8241 1.4818 -3.7571 3.00 -1.26 -0.12 -0.325
F 0.6319 2.0971 -3.6649 -1.66 -2.30 0.07 -0.216
O 1.2293 -0.7397 -3.0285 -2.71 -0.18 -1.07 -0.105
H 5.1549 2.2050 0.2821 0.67 -0.18 -1.43 0.062
H 5.9232 2.7884 -1.3532 -0.42 -0.92 1.00 0.005
H 6.7885 1.5872 -0.2650 -1.38 0.59 -0.50 0.062
H 4.9338 -0.1268 -0.5743 0.33 0.79 -1.38 0.065
H 5.9190 0.2739 -2.1452 -1.39 0.29 1.08 0.066
H 1.9430 3.0762 -1.7205 1.23 -0.65 0.18 0.024
H 3.0325 2.5930 -0.3143 -0.29 0.16 -1.27 0.029
H 3.7425 3.5167 -1.7262 -1.15 -1.07 0.31 0.017
H 3.5081 -1.8324 -0.7135 -0.72 -0.18 -1.20 0.037
H 3.9105 -1.8201 -2.4886 -1.19 -0.03 1.01 0.064
H 2.3393 -2.6277 -2.0086 0.94 0.93 0.73 0.058
H -0.1426 1.5955 0.1800 -1.12 -0.90 -1.03 0.125
H -1.0235 1.8859 -1.3817 0.23 -1.05 0.68 0.104
H -2.1980 1.0708 1.1795 -0.08 -1.10 -1.39 0.051
H -2.6706 -0.2574 -0.0955 0.83 1.12 0.34 0.082
H -4.0028 1.6573 0.1568 0.97 0.34 -1.15 -0.079
H 1.1207 -1.9935 2.3718 -0.01 1.40 -1.01 0.045
H 2.2725 -1.5426 1.0418 -0.98 0.83 0.81 0.028
H 1.3974 -0.1526 1.9900 -0.11 -1.40 -0.62 0.013
H 0.1101 -3.6286 -0.9229 -0.38 0.66 1.47 0.046
H 0.1602 -3.7585 0.9211 -0.65 0.93 -1.24 0.005
H -1.4369 -3.5120 0.0627 1.71 0.79 -0.02 -0.031
H -1.1932 -2.6375 -2.3915 0.67 1.67 -0.62 0.109
H -0.2537 -2.4531 -3.9174 -0.82 1.44 0.97 0.152
H -2.2892 -1.0128 -4.8777 0.06 -0.41 1.30 0.101
H -2.6813 -2.6731 -4.2449 0.40 1.56 0.53 0.133
H -4.2434 0.2573 -4.0720 0.44 0.11 0.72 0.109
Cl -0.9450 0.3554 3.3150 -0.08 0.15 0.26 0.587
C -1.1889 2.0260 3.8928 0.01 0.12 0.17 -0.650
C 0.0533 2.8743 3.7112 -0.22 0.20 -0.04 -0.679
Cl 1.3734 2.3615 4.7953 0.11 -0.10 0.04 0.530
H -1.4956 1.9791 4.9393 0.13 0.00 -0.09 0.017
H -2.0123 2.4455 3.3158 0.14 0.02 -0.04 0.004
H -0.1614 3.9214 3.9534 0.08 -0.71 0.00 -0.043
H 0.4214 2.8328 2.6844 -0.01 -0.09 0.12 0.070
Cl -5.3290 0.6740 1.3640 -0.54 -0.31 0.60 0.661
C -6.3179 -0.0995 0.0996 -0.12 -0.13 -0.29 -0.608
C -7.6947 -0.4799 0.6035 0.02 0.25 -0.20 -0.659
Cl -7.6340 -1.8108 1.7877 -0.01 -0.05 0.07 0.524
H -5.7701 -0.9674 -0.2720 0.02 0.14 0.07 0.059
H -6.4073 0.6211 -0.7156 0.01 -0.06 0.08 0.087
H -8.3099 -0.8256 -0.2292 0.13 0.00 0.03 0.072
H -8.1993 0.3667 1.0713 0.12 -0.12 0.04 0.067
Cl -1.3732 0.0003 6.8681 0.04 0.03 0.04 0.574
C -2.7505 -0.2061 7.9794 0.08 -0.04 -0.16 -0.718
C -3.9930 0.5018 7.4821 -0.07 -0.34 -0.01 -0.667
Cl -3.8254 2.2752 7.5403 0.02 0.06 -0.03 0.536
H -2.4470 0.1546 8.9636 -0.07 0.01 -0.13 0.067
H -2.9407 -1.2810 8.0537 0.19 0.73 -0.45 -0.053
H -4.8427 0.2442 8.1145 0.14 0.03 0.01 0.002
H -4.2329 0.2175 6.4562 0.16 0.10 0.06 0.075
Cl -5.5171 -7.2846 -1.0211 -0.01 -0.15 -0.02 0.541
C -5.7233 -5.6074 -0.4517 -0.03 0.37 0.10 -0.655
C -4.4643 -4.7843 -0.6277 -0.21 0.12 -0.03 -0.643
Cl -3.1590 -5.3101 0.4649 -0.15 -0.23 -0.02 0.605
H -6.0383 -5.6430 0.5922 0.13 -0.05 -0.11 0.068
H -6.5348 -5.1727 -1.0382 0.13 -0.03 -0.01 0.073
H -4.6704 -3.7384 -0.3936 0.01 -0.10 -0.04 0.059
H -4.0901 -4.8356 -1.6508 -0.01 -0.03 0.15 0.073
Cl -3.7945 -2.5610 9.5521 -0.46 -0.45 0.62 0.651
C -5.1640 -2.7973 10.6708 -0.15 -0.21 0.16 -0.628
C -6.4214 -2.0952 10.2006 -0.03 -0.22 0.00 -0.646
Cl -6.2755 -0.3223 10.2908 -0.01 0.02 0.04 0.577
H -4.8555 -2.4494 11.6578 -0.01 0.05 -0.17 0.071
H -5.3408 -3.8732 10.7277 -0.05 0.11 -0.05 0.073
H -7.2612 -2.3753 10.8392 0.13 0.01 0.00 0.072
H -6.6709 -2.3635 9.1730 0.12 0.08 0.09 0.073
Cl -4.7318 -13.1770 -0.9307 0.00 -0.06 0.02 0.526
C -4.9370 -11.4999 -0.3635 -0.06 0.26 0.03 -0.670
C -3.6772 -10.6776 -0.5399 -0.15 0.15 -0.08 -0.674
Cl -2.3732 -11.2025 0.5541 0.01 -0.04 -0.01 0.537
H -5.2519 -11.5335 0.6805 0.14 -0.04 -0.11 0.068
H -5.7478 -11.0649 -0.9510 0.13 0.00 0.00 0.068
H -3.8833 -9.6309 -0.3070 -0.04 -0.12 0.02 0.033
H -3.3030 -10.7309 -1.5632 -0.03 -0.10 0.13 0.071
Cl 8.0930 3.3351 -2.9297 -0.01 0.07 -0.09 0.567
C 8.5872 4.9711 -3.4237 0.11 0.04 -0.02 -0.660
C 7.7964 6.0452 -2.7059 0.27 0.07 0.02 -0.644
Cl 6.0906 6.0790 -3.2190 0.03 -0.12 0.11 0.593
H 8.4760 5.0445 -4.5066 -0.08 0.00 0.14 0.072
H 9.6483 5.0679 -3.1826 -0.08 0.02 0.04 0.030
H 8.2151 7.0276 -2.9335 -0.03 -0.10 -0.06 0.072
H 7.8215 5.9069 -1.6240 -0.08 -0.10 -0.14 0.072
Cl -3.5084 4.0950 1.8846 0.00 0.01 -0.12 0.623
C -3.6644 5.7416 2.5351 -0.07 0.09 0.15 -0.647
C -2.3862 6.5381 2.3829 -0.16 0.23 -0.13 -0.635
Cl -1.0754 5.9382 3.4348 -0.26 0.41 -0.14 0.620
H -3.9698 5.6661 3.5802 0.12 0.00 -0.10 0.070
H -4.4692 6.2252 1.9779 0.14 0.01 0.00 0.072
H -2.5644 7.5770 2.6675 -0.03 -0.11 0.02 0.070
H -2.0258 6.5238 1.3534 -0.01 -0.13 0.14 0.074
Cl 1.4794 9.5105 -4.4030 -0.03 0.07 -0.02 0.523
C 2.5832 8.2465 -5.0041 0.14 -0.21 -0.04 -0.659
C 4.0053 8.4541 -4.5255 -0.19 -0.25 0.03 -0.701
Cl 4.7625 9.8869 -5.2681 0.03 0.09 0.00 0.524
H 2.5230 8.2368 -6.0933 0.04 0.10 0.14 0.068
H 2.2037 7.2928 -4.6325 0.09 0.09 0.04 0.077
H 4.6172 7.5951 -4.8018 -0.12 0.12 -0.05 0.011
H 4.0514 8.5699 -3.4420 -0.04 0.05 -0.15 0.062
Cl 11.3638 2.9303 -1.6598 0.04 0.07 -0.06 0.553
C 12.9775 3.6829 -1.6543 0.09 -0.01 0.09 -0.664
C 12.9782 5.0376 -2.3325 0.13 0.01 0.22 -0.668
Cl 12.7157 4.9100 -4.0900 -0.06 0.01 -0.02 0.539
H 13.6732 2.9924 -2.1336 -0.12 0.12 -0.03 0.068
H 13.2717 3.7927 -0.6085 -0.03 0.08 -0.10 0.071
H 13.9468 5.5212 -2.1918 -0.05 -0.10 -0.02 0.069
H 12.2080 5.6921 -1.9215 0.02 -0.15 -0.07 0.065
Cl -0.5485 -7.9871 5.3094 0.04 -0.03 0.02 0.527
C -1.4349 -6.4719 5.0015 -0.15 0.20 -0.02 -0.666
C -1.7942 -6.3060 3.5391 -0.15 0.04 0.11 -0.684
Cl -0.3603 -6.0211 2.5228 -0.01 -0.11 0.05 0.560
H -0.8221 -5.6440 5.3611 0.00 -0.13 -0.13 0.070
H -2.3447 -6.5105 5.6039 0.04 -0.03 -0.11 0.069
H -2.4466 -5.4394 3.4148 0.09 -0.03 0.07 0.056
H -2.3155 -7.1826 3.1515 0.14 0.04 0.05 0.065
Cl 2.8396 -1.7134 -7.7583 0.03 -0.02 -0.06 0.533
C 1.9163 -0.2229 -8.0751 -0.20 0.15 0.03 -0.660
C 1.5319 -0.0887 -9.5341 -0.22 -0.01 0.23 -0.670
Cl 2.9447 0.2105 -10.5798 0.05 -0.02 -0.10 0.514
H 2.5161 0.6232 -7.7372 -0.03 -0.14 -0.06 0.076
H 1.0171 -0.2711 -7.4578 0.09 0.02 -0.04 0.051
H 0.8591 0.7614 -9.6617 0.11 -0.03 0.08 0.069
H 1.0242 -0.9827 -9.8990 0.17 0.05 0.05 0.064
```
Positions in Å, forces in eV/Å.

charge: -1



no.,HOMO (eV),energy (a.u.)
1,-11.279,-6321.46976
2,-3.625,-14231.71063